(1)
ORCA calculation (ωB97M-V/def2-TZVPD) on a structure of composition C20H23N5O4.

## Properties
frontier orbital gap = 8.98 eV
total charge = 0
E_tot = -36730.504 eV
highest occupied orbital energy = -8.48 eV
relative energy (zero: lowest compared OMol25 entry of this formula, charge and spin) = 2501.6 kJ/mol

Last column: Mulliken charge in e.
Atoms and positions in Å:
1 C 7.591 1.569 -0.213  -1.208
2 C 7.089 0.616 -1.338  -0.391
3 H 6.661 1.280 -2.197  0.276
4 H 7.768 -0.065 -1.759  0.417
5 O 6.012 -0.436 -0.930  -0.420
6 C 4.694 0.104 -0.397  0.294
7 C 4.150 1.322 -0.566  0.240
8 C 2.928 1.812 -0.490  -2.307
9 C 2.099 0.896 0.200  0.247
10 C 2.688 -0.449 0.579  -0.893
11 C 3.874 -0.555 0.243  1.370
12 O 4.425 -1.854 0.368  -0.543
13 C 3.797 -3.185 0.922  -0.406
14 C 2.854 -3.573 0.067  -0.911
15 H 3.390 -4.029 -0.956  0.226
16 H 2.012 -2.988 -0.193  0.389
17 H 2.369 -4.668 0.548  0.267
18 H 3.185 -2.710 1.998  0.220
19 H 4.633 -3.618 1.299  0.463
20 H 1.967 -1.037 1.225  0.449
21 C 0.760 1.201 0.601  0.491
22 N 0.093 2.478 0.645  -1.157
23 N -0.980 2.318 1.077  1.456
24 N -1.190 1.049 1.701  -1.050
25 N -0.032 0.529 1.089  -0.041
26 C -1.911 3.224 1.021  -0.601
27 H -2.278 3.229 2.062  0.291
28 H -1.552 4.267 0.542  0.318
29 C -3.354 2.753 0.372  0.938
30 O -3.824 3.559 -0.351  -0.699
31 N -3.619 1.622 0.445  -0.180
32 C -4.753 0.773 -0.145  0.813
33 C -4.773 -0.508 0.330  -0.412
34 C -5.883 -1.456 -0.174  0.446
35 C -6.874 -0.811 -0.945  -0.812
36 C -6.705 0.802 -1.232  -0.519
37 C -5.675 1.387 -0.989  -0.661
38 H -5.641 2.444 -0.808  0.339
39 H -7.528 1.090 -1.872  0.356
40 H -7.788 -1.192 -1.227  0.458
41 O -5.758 -2.711 0.393  -0.326
42 C -7.013 -3.408 0.036  -0.982
43 H -6.747 -4.503 0.246  0.300
44 H -7.899 -3.287 0.192  0.551
45 H -7.008 -3.492 -1.367  0.248
46 H -3.894 -1.079 0.913  0.169
47 H -2.915 0.849 1.117  0.305
48 H 2.689 2.624 -0.555  1.006
49 H 4.869 2.272 -1.352  -0.005
50 H 8.176 2.249 -0.714  0.450
51 H 8.016 1.038 0.457  0.421
52 H 6.804 2.259 0.079  0.311

---

(2)
ORCA calculation (ωB97M-V/def2-TZVPD) on a cluster of 2 separate species, CF2O2S in total.

## Properties
frontier orbital gap (spin up / spin down) = 10.34 / 12.01 eV
total charge = 0
E_tot = -21400.525 eV
2S+1 = 3
highest occupied orbital energy (spin up / spin down) = -9.78 / -13.36 eV
relative energy (zero: lowest compared OMol25 entry of this formula, charge and spin) = 0.0 kJ/mol

Last column: Mulliken charge in e.
Atoms and positions in Å:
1 C 1.611 0.335 -0.087  0.622
2 O 1.670 1.256 0.613  -0.302
3 O -3.636 -0.114 -0.111  -0.279
4 F 2.058 -0.868 0.122  -0.142
5 F 1.148 0.275 -1.411  -0.178
6 S -2.852 -0.883 0.874  0.279

---

(3)
ORCA calculation (ωB97M-V/def2-TZVPD) on the molecule C3H4N2OS.

## Properties
frontier orbital gap = 8.05 eV
total charge = 0
SMILES = [H]/N=C\NC(=O)C=S
E_tot = -19034.507 eV
highest occupied orbital energy = -9.46 eV
relative energy (zero: lowest compared OMol25 entry of this formula, charge and spin) = 438.1 kJ/mol

Last column: Mulliken charge in e.
Atoms and positions in Å:
1 H 2.560 -2.097 -0.026  0.218
2 N 2.539 -0.943 -0.402  -0.530
3 C 1.531 -0.103 0.004  -0.033
4 N 0.134 -0.418 0.432  -0.246
5 C -0.523 0.765 0.267  0.580
6 O -0.070 1.896 -0.205  -0.575
7 C -2.118 0.579 -0.036  -0.204
8 S -3.039 -0.755 -0.193  -0.189
9 H 1.778 0.901 -0.456  0.358
10 H -0.196 -1.492 0.759  0.351
11 H -2.596 1.668 -0.143  0.269

---

(4)
ORCA calculation (ωB97M-V/def2-TZVPD) on a cluster of 6 separate species, C29H61ClNO7 in total.

## Properties
frontier orbital gap = 7.85 eV
total charge = +1
E_tot = -59395.124 eV
highest occupied orbital energy = -11.13 eV

Last column: Mulliken charge in e.
Atoms and positions in Å:
1 C -2.167 -1.619 1.646  -1.358
2 C -1.560 -1.502 0.154  -0.229
3 N -0.334 -0.632 0.047  0.874
4 Cl 0.085 -0.602 -1.663  0.067
5 C 0.804 -1.350 0.730  -0.753
6 C 2.213 -0.584 0.693  -0.185
7 C 3.158 -1.314 1.809  -0.644
8 C 3.728 -2.698 1.262  0.356
9 O 2.984 -3.699 1.187  -0.477
10 O 5.106 -2.731 0.876  -0.457
11 C -0.521 0.789 0.508  -0.907
12 C -1.824 1.508 -0.049  0.631
13 C -1.635 2.409 -1.313  -0.205
14 C -2.773 3.217 -1.969  -0.811
15 C -4.195 3.140 -1.359  -0.591
16 C -4.409 2.252 -0.101  0.606
17 C -5.843 2.139 0.643  -1.133
18 C -3.242 1.434 0.559  -0.173
19 H -3.299 -1.838 1.656  0.276
20 H -1.879 -0.755 2.338  0.270
21 H -1.680 -2.560 2.112  0.374
22 H -1.232 -2.569 -0.135  0.499
23 H -2.401 -1.229 -0.562  0.309
24 H 0.592 -1.655 1.809  0.342
25 H 0.958 -2.335 0.146  0.337
26 H 2.688 -0.612 -0.353  0.331
27 H 2.175 0.514 1.005  0.185
28 H 2.527 -1.400 2.758  0.387
29 H 3.980 -0.537 2.046  0.376
30 H 5.565 -3.088 1.681  0.370
31 H 0.377 1.429 0.168  0.004
32 H -0.508 0.788 1.654  0.390
33 H -0.587 2.496 -1.771  0.119
34 H -2.574 3.879 -2.880  0.356
35 H -5.053 3.751 -1.803  0.357
36 H -5.604 1.867 1.730  0.293
37 H -6.541 1.402 0.128  0.278
38 H -6.254 3.217 0.668  0.358
39 H -3.427 0.784 1.488  0.019
40 C 2.887 -5.583 4.751  -0.995
41 C 1.840 -6.657 4.499  0.307
42 C 2.424 -7.830 3.728  -1.158
43 O 0.756 -6.096 3.761  -0.532
44 H 3.271 -5.184 3.807  0.115
45 H 2.450 -4.742 5.296  0.303
46 H 3.726 -5.977 5.331  0.387
47 H 1.438 -7.008 5.453  0.298
48 H 2.793 -7.508 2.748  0.272
49 H 1.658 -8.587 3.544  0.317
50 H 3.249 -8.292 4.276  0.358
51 H 1.103 -5.782 2.915  0.331
52 C -3.125 -4.270 -3.981  -1.404
53 C -3.080 -3.005 -3.140  0.275
54 C -2.605 -1.813 -3.957  -0.941
55 O -2.200 -3.201 -2.031  -0.428
56 H -2.129 -4.521 -4.361  0.362
57 H -3.457 -5.120 -3.378  0.337
58 H -3.804 -4.157 -4.829  0.398
59 H -4.075 -2.798 -2.733  0.298
60 H -1.592 -1.979 -4.337  0.223
61 H -2.568 -0.912 -3.337  0.109
62 H -3.269 -1.626 -4.805  0.450
63 H -1.318 -3.385 -2.380  0.320
64 C 3.134 4.952 -0.094  -1.455
65 C 2.108 4.266 -0.982  0.626
66 C 1.479 5.246 -1.960  -1.416
67 O 1.086 3.687 -0.168  -0.209
68 H 2.668 5.743 0.502  0.351
69 H 3.569 4.239 0.611  0.337
70 H 3.939 5.392 -0.688  0.406
71 H 2.585 3.451 -1.534  0.155
72 H 0.955 6.047 -1.428  0.374
73 H 0.735 4.742 -2.584  0.278
74 H 2.234 5.695 -2.610  0.430
75 H 0.657 4.399 0.325  0.176
76 C 4.090 0.331 -5.434  -1.334
77 C 2.889 1.205 -5.110  0.178
78 C 2.154 0.702 -3.877  -0.974
79 O 1.997 1.216 -6.221  -0.549
80 H 3.779 -0.697 -5.646  0.315
81 H 4.601 0.698 -6.328  0.352
82 H 4.803 0.316 -4.605  0.348
83 H 3.217 2.236 -4.947  0.338
84 H 1.776 -0.314 -4.035  0.397
85 H 1.286 1.333 -3.663  0.345
86 H 2.809 0.698 -3.001  0.270
87 H 1.700 0.309 -6.374  0.350
88 C -1.370 4.108 5.012  -1.499
89 C -1.482 3.658 3.564  0.651
90 C -2.203 4.695 2.716  -1.207
91 O -2.192 2.421 3.505  -0.468
92 H -2.361 4.249 5.455  0.380
93 H -0.860 3.349 5.612  0.356
94 H -0.815 5.047 5.092  0.381
95 H -0.483 3.480 3.156  0.122
96 H -3.223 4.856 3.080  0.414
97 H -2.286 4.353 1.680  0.187
98 H -1.674 5.651 2.727  0.395
99 H -3.077 2.568 3.864  0.346

---

(5)
ORCA calculation (ωB97M-V/def2-TZVPD) on the molecule C3H2ClF3.

## Properties
frontier orbital gap = 11.48 eV
total charge = 0
SMILES = C=C(F)C(F)(F)Cl
E_tot = -23817.171 eV
highest occupied orbital energy = -10.67 eV
relative energy (zero: lowest compared OMol25 entry of this formula, charge and spin) = 12.0 kJ/mol

Last column: Mulliken charge in e.
Atoms and positions in Å:
1 C -1.553 -2.043 -0.191  -0.740
2 C -1.407 -0.707 -0.174  0.269
3 F -0.240 -0.119 -0.359  -0.222
4 C -2.508 0.292 -0.002  0.745
5 F -2.418 1.307 -0.841  -0.208
6 F -2.502 0.764 1.267  -0.203
7 Cl -4.125 -0.418 -0.288  -0.175
8 H -0.709 -2.748 -0.229  0.274
9 H -2.345 -2.746 -0.120  0.262

---

(6)
ORCA calculation (ωB97M-V/def2-TZVPD) on the molecule C5H9ISi.

## Properties
frontier orbital gap = 9.07 eV
total charge = 0
SMILES = C=C[SiH](C=C)CI
E_tot = -21305.978 eV
highest occupied orbital energy = -8.60 eV
relative energy (zero: lowest compared OMol25 entry of this formula, charge and spin) = 148.6 kJ/mol

Last column: Mulliken charge in e.
Atoms and positions in Å:
1 C -1.544 2.089 0.144  -0.554
2 C -1.359 0.812 0.051  -0.241
3 Si 0.107 -0.125 -0.797  0.495
4 C -0.015 -1.638 0.383  -0.168
5 C -0.232 -2.874 -0.029  -0.648
6 C 1.661 1.186 -0.039  -1.119
7 I 3.494 -0.051 -0.070  -0.079
8 H -2.439 2.405 0.723  0.251
9 H -0.692 2.663 -0.164  0.257
10 H -2.104 0.214 0.653  0.288
11 H 0.569 -0.140 -2.111  -0.141
12 H -0.184 -1.220 1.415  0.325
13 H -0.559 -3.481 0.751  0.261
14 H -0.037 -3.180 -1.054  0.233
15 H 1.707 1.874 -0.886  0.406
16 H 1.626 1.465 1.030  0.434

---

| no. | molecular weight (u) |
| --- | --- |
| 1 | 397.4 |
| 2 | 114.1 |
| 3 | 116.1 |
| 4 | 571.3 |
| 5 | 130.5 |
| 6 | 224.1 |